This record from the Open Molecules 2025 dataset describes an isolated molecule of C4H5ClS at a distorted geometry. The level of theory is ωB97M-V/def2-TZVPD.

Structure (XYZ):
```
11
Properties=species:S:1:pos:R:3
C -0.26055 1.03220 1.62213
C -0.28497 -0.03713 0.56617
C 0.65594 -0.95831 0.30081
C 0.59561 -1.89064 -0.79455
H 0.46601 0.80159 2.49223
H -1.23395 1.05718 2.16042
H -1.14413 -0.01346 -0.07659
H 1.51210 -0.97620 0.99583
H 1.40837 -2.69018 -0.86746
S -0.61531 -1.98936 -1.91648
Cl 0.27062 2.63378 0.92893
```

Computed properties:
**Frontier orbital gap**: 7.69 eV
**Spin multiplicity**: 1